No. 1
ORCA calculation (wB97M-V/def2-TZVPD) on a 6-piece molecular cluster, C37H72FINO10S5 overall.

The HOMO energy comes out at -11.48 eV. As for the LUMO energy: -0.11863 Ha.

ORCA input file:
```
! RIJCOSX wB97M-V def2-TZVPD def2/J DEFGRID3
* xyz 1 1
C -2.063 -2.494 5.837
C -1.851 -1.513 4.878
C -0.876 -1.769 3.666
I -0.600 0.244 2.804
N 0.554 -2.067 4.109
C 1.265 -2.718 2.930
F 2.522 -2.216 2.602
C 0.189 -2.868 1.734
C -1.121 -2.971 2.663
C -2.540 -3.236 2.012
C -3.577 -2.036 2.021
C -5.023 -2.541 2.539
C -6.228 -2.130 1.587
C -6.608 -0.583 1.582
C -6.803 0.070 3.018
C -6.308 1.611 2.964
C -4.770 1.606 3.383
C -3.845 2.568 2.518
C -4.016 2.428 0.942
C -2.755 1.834 0.184
H -1.706 -3.539 5.595
H -2.609 -2.307 6.797
H -2.336 -0.503 4.978
H 1.041 -1.151 4.169
H 0.506 -2.612 4.985
H 1.351 -3.795 3.291
H 0.181 -3.863 1.203
H 0.217 -2.020 0.996
H -0.898 -3.916 3.274
H -2.936 -4.199 2.471
H -2.354 -3.500 0.918
H -3.271 -1.118 2.596
H -3.758 -1.695 0.948
H -4.977 -3.682 2.507
H -5.192 -2.287 3.633
H -5.891 -2.390 0.527
H -7.115 -2.816 1.782
H -5.869 -0.051 0.916
H -7.612 -0.507 1.057
H -7.919 0.099 3.236
H -6.318 -0.496 3.862
H -6.515 2.066 1.958
H -6.894 2.223 3.725
H -4.423 0.526 3.424
H -4.717 1.986 4.459
H -2.781 2.446 2.886
H -4.145 3.632 2.797
H -4.178 3.483 0.542
H -4.915 1.834 0.614
H -2.850 1.840 -0.945
H -2.640 0.737 0.474
H -1.782 2.378 0.421
C 3.470 -3.713 -2.489
C 3.960 -5.086 -2.020
C 2.822 -5.733 -1.225
S 1.303 -5.051 -1.883
O 0.667 -4.258 -0.849
O 0.592 -6.079 -2.606
C 2.072 -3.945 -3.052
H 4.131 -3.282 -3.232
H 3.422 -3.030 -1.642
H 4.199 -5.705 -2.890
H 4.866 -5.006 -1.417
H 2.812 -6.816 -1.343
H 2.878 -5.475 -0.166
H 1.487 -3.030 -3.138
H 2.115 -4.456 -4.015
C 4.569 1.703 -1.564
C 4.943 1.243 -0.153
C 5.165 -0.271 -0.206
S 5.695 -0.640 -1.875
O 4.678 -1.449 -2.515
O 7.087 -1.029 -1.858
C 5.568 1.028 -2.496
H 4.602 2.787 -1.659
H 3.552 1.373 -1.803
H 5.867 1.740 0.158
H 4.171 1.503 0.574
H 5.935 -0.591 0.496
H 4.239 -0.818 -0.017
H 5.244 1.013 -3.536
H 6.554 1.490 -2.415
C -11.527 2.904 1.775
C -11.785 2.967 0.267
C -10.424 3.066 -0.427
S -9.250 2.260 0.657
O -8.319 3.251 1.144
O -8.813 1.024 0.050
C -10.410 1.885 1.961
H -12.424 2.620 2.328
H -11.204 3.884 2.136
H -12.297 2.055 -0.053
H -12.425 3.811 0.002
H -10.427 2.563 -1.393
H -10.112 4.104 -0.550
H -9.916 1.959 2.929
H -10.773 0.868 1.801
C 2.619 2.618 -5.411
C 1.481 3.630 -5.568
C 1.714 4.746 -4.546
S 3.483 4.812 -4.273
O 3.752 4.427 -2.906
O 4.009 6.028 -4.845
C 3.898 3.443 -5.340
H 2.646 1.907 -6.237
H 2.485 2.053 -4.482
H 1.501 4.046 -6.579
H 0.504 3.164 -5.426
H 1.371 5.711 -4.918
H 1.234 4.523 -3.593
H 4.742 2.893 -4.926
H 4.159 3.850 -6.318
C 11.278 -0.034 -2.576
C 12.535 0.337 -1.784
C 12.108 1.302 -0.675
S 10.403 0.906 -0.297
O 9.575 2.033 -0.666
O 10.332 0.298 1.013
C 10.215 -0.363 -1.535
H 11.455 -0.877 -3.247
H 10.958 0.819 -3.182
H 12.966 -0.566 -1.342
H 13.297 0.785 -2.424
H 12.714 1.178 0.223
H 12.148 2.339 -1.009
H 9.202 -0.344 -1.934
H 10.414 -1.325 -1.060
*
```


No. 2
ORCA calculation (wB97M-V/def2-TZVPD) on C37H73HfNO4SbSi4 as an isolated structure.

The HOMO energy comes out at -10.71 eV. As for the LUMO energy: -0.07223 Ha.

ORCA input file:
```
! RIJCOSX wB97M-V def2-TZVPD def2/J DEFGRID3
* xyz 1 1
Hf -0.411 -0.603 -0.631
C -2.265 1.583 1.348
N -2.440 0.668 0.212
C -3.129 1.369 -0.890
C -3.276 -0.472 0.684
C -3.361 -1.514 -0.383
C -4.508 -2.281 -0.538
C -4.600 -3.167 -1.605
C -3.558 -3.244 -2.526
C -2.409 -2.488 -2.335
C -2.262 -1.635 -1.234
H -3.238 1.841 1.777
H -1.783 2.501 1.018
H -1.651 1.111 2.108
H -4.070 1.797 -0.533
H -3.339 0.678 -1.701
H -2.494 2.171 -1.261
H -4.272 -0.117 0.961
H -2.806 -0.857 1.589
H -5.337 -2.177 0.160
H -5.492 -3.771 -1.737
H -3.645 -3.892 -3.393
H -1.613 -2.565 -3.069
C 0.236 -0.093 -2.713
C 1.341 -1.079 -2.980
C 2.327 -1.283 -2.011
C 3.437 -2.081 -2.260
C 3.554 -2.741 -3.470
C 2.553 -2.595 -4.429
C 1.467 -1.767 -4.189
H -0.521 -0.144 -3.496
H 0.672 0.908 -2.777
H 2.254 -0.784 -1.043
H 4.212 -2.181 -1.507
H 4.417 -3.367 -3.668
H 2.632 -3.113 -5.378
H 0.711 -1.628 -4.957
C -0.423 3.481 -3.005
Si 0.083 4.085 -1.316
C 1.422 5.357 -1.531
C -1.395 4.888 -0.500
Sb 0.829 2.046 0.066
Si 3.348 2.103 -0.505
C 3.538 1.987 -2.347
C 4.175 3.672 0.051
C 4.132 0.662 0.389
Si 1.101 3.138 2.385
C 2.522 2.253 3.191
C 1.433 4.947 2.131
C -0.367 2.968 3.512
H -0.875 4.318 -3.554
H -1.153 2.667 -2.962
H 0.438 3.126 -3.585
H 1.088 6.069 -2.296
H 2.365 4.914 -1.871
H 1.616 5.914 -0.607
H -1.517 5.891 -0.930
H -1.283 5.003 0.583
H -2.319 4.333 -0.690
H 2.989 2.788 -2.858
H 3.201 1.029 -2.751
H 4.603 2.103 -2.590
H 3.949 4.508 -0.618
H 5.258 3.498 0.023
H 3.912 3.966 1.071
H 3.436 -0.157 0.598
H 4.542 0.996 1.349
H 4.960 0.263 -0.210
H 3.492 2.529 2.767
H 2.392 1.173 3.073
H 2.538 2.482 4.263
H 2.247 5.128 1.421
H 1.706 5.403 3.091
H 0.537 5.456 1.759
H -0.589 1.920 3.742
H -1.273 3.445 3.123
H -0.102 3.468 4.452
C -1.230 -4.184 4.578
C -1.336 -3.082 3.538
C -2.532 -3.327 2.620
C -1.411 -1.730 4.243
O -0.115 -3.167 2.764
Si 0.629 -2.369 1.573
O 0.133 -0.854 1.286
O 0.325 -2.950 0.012
C 0.607 -4.339 -0.461
C 0.231 -4.404 -1.924
C 2.079 -4.687 -0.294
C -0.255 -5.301 0.335
O 2.228 -2.466 1.824
C 3.086 -2.785 2.956
C 2.884 -4.215 3.434
C 4.503 -2.611 2.441
C 2.794 -1.801 4.081
H -2.110 -4.173 5.226
H -0.341 -4.042 5.197
H -1.167 -5.160 4.092
H -3.463 -3.013 3.100
H -2.614 -4.388 2.377
H -2.424 -2.783 1.677
H -2.408 -1.567 4.660
H -1.173 -0.917 3.556
H -0.687 -1.693 5.062
H 0.704 -3.594 -2.484
H -0.847 -4.354 -2.051
H 0.582 -5.351 -2.339
H 2.707 -3.942 -0.772
H 2.262 -5.655 -0.767
H 2.362 -4.754 0.755
H -1.315 -5.079 0.186
H -0.031 -5.261 1.404
H -0.060 -6.316 -0.020
H 3.160 -4.931 2.657
H 1.849 -4.394 3.729
H 3.529 -4.394 4.298
H 4.694 -3.305 1.616
H 5.223 -2.812 3.240
H 4.656 -1.590 2.081
H 1.784 -1.957 4.481
H 2.868 -0.777 3.703
H 3.513 -1.922 4.895
*
```


Kohn-Sham gap, record by record: 0.3034 0.3213 Ha